1.
{"formula": "C15H28BrCl4N3O6P", "method": "wB97M-V/def2-TZVPD", "orbital_gap_ev": 9.086, "lumo_energy_ev": -3.360, "homo_energy_ev": -12.4, "charge": 1, "elements": ["Br", "Cl", "Cl", "Cl", "Cl", "P", "O", "O", "O", "O", "O", "O", "N", "N", "N", "C", "C", "C", "C", "C", "C", "C", "C", "C", "C", "C", "C", "C", "C", "C", "H", "H", "H", "H", "H", "H", "H", "H", "H", "H", "H", "H", "H", "H", "H", "H", "H", "H", "H", "H", "H", "H", "H", "H", "H", "H", "H", "H"], "positions_angstrom": [[-4.54, -4.84, -0.73], [-3.45, 2.49, 4.18], [-3.03, 5.08, 2.96], [-4.98, 4.78, 5.07], [-5.47, 3.63, 2.47], [-0.10, -2.47, 0.83], [-1.46, -2.73, 1.29], [-1.89, 0.84, 1.80], [1.27, -0.24, 0.37], [-2.03, 0.73, -2.87], [-2.72, 2.64, 0.73], [-0.33, 2.09, -3.13], [0.11, -0.92, 0.02], [-0.54, 1.03, -1.03], [-1.78, -0.97, -1.30], [5.75, -0.42, 0.87], [3.63, -0.90, 2.11], [-1.24, 1.65, -2.20], [-2.24, -3.46, -1.66], [2.37, -0.63, -0.49], [-0.52, 1.91, 0.17], [-0.74, -0.29, -0.79], [-3.62, -3.18, -1.08], [-1.78, 1.72, 1.00], [3.55, 0.29, -0.22], [3.14, 1.76, -0.46], [-2.73, -0.05, -1.94], [-1.50, -2.20, -2.12], [-4.23, 4.00, 3.68], [4.31, 0.06, 1.12], [5.78, -1.51, 0.78], [0.50, 2.35, -2.70], [6.39, -0.15, 1.71], [6.18, 0.02, -0.03], [-3.48, -0.63, -2.46], [3.32, 2.37, 0.42], [-3.55, -2.65, -0.14], [3.53, -1.90, 1.68], [-1.86, 2.47, -1.81], [-3.21, 0.57, -1.18], [2.04, -0.52, -1.53], [4.24, -0.98, 3.01], [-1.66, -4.04, -0.95], [2.08, 1.85, -0.72], [0.93, -2.27, 1.76], [4.37, 1.03, 1.63], [-2.36, -4.09, -2.55], [2.65, -0.55, 2.42], [4.26, 0.02, -1.02], [3.70, 2.20, -1.28], [0.34, 1.66, 0.79], [-1.79, -1.93, -3.14], [2.61, -1.68, -0.32], [-0.43, -2.36, -2.11], [-3.56, 2.36, 1.14], [0.42, -3.34, -0.13], [-4.25, -2.63, -1.78], [-0.41, 2.94, -0.17]]}



2.
{"formula": "C24H30N7O4PRhS2", "method": "wB97M-V/def2-TZVPD", "spin_multiplicity": 2, "s_squared": 0.785, "orbital_gap_ev": [2.822, 5.735], "lumo_energy_ev": [-2.151, -2.145], "homo_energy_ev": [-5.0, -7.9], "charge": 0, "elements": ["Rh", "S", "S", "P", "O", "O", "O", "O", "N", "N", "N", "N", "N", "N", "N", "C", "C", "C", "C", "C", "C", "C", "C", "C", "C", "C", "C", "C", "C", "C", "C", "C", "C", "C", "C", "C", "C", "C", "C", "H", "H", "H", "H", "H", "H", "H", "H", "H", "H", "H", "H", "H", "H", "H", "H", "H", "H", "H", "H", "H", "H", "H", "H", "H", "H", "H", "H", "H", "H"], "positions_angstrom": [[0.12, -0.22, 0.01], [2.01, -0.97, 1.83], [-0.37, -2.52, -0.43], [0.82, -3.16, 1.14], [-0.09, -2.94, 2.45], [0.68, -4.79, 0.95], [2.91, 0.49, -6.48], [1.07, 1.15, -7.40], [1.34, -0.14, -1.60], [-2.15, 1.27, 4.64], [-1.19, -0.11, 1.43], [-4.41, 0.74, 4.65], [-1.35, 0.25, -1.81], [-3.16, 0.19, 2.84], [1.71, 0.77, -6.41], [2.36, -6.08, 2.12], [-0.35, 1.00, -5.24], [-3.26, 1.07, -2.96], [1.14, 4.51, 2.18], [-0.59, 0.44, -2.89], [0.87, 4.32, 0.68], [-2.53, 1.25, -4.10], [0.48, 1.70, 0.28], [1.01, 0.66, -5.20], [2.12, 4.72, -0.12], [0.60, 2.90, 0.43], [3.48, -0.44, -2.59], [-1.42, -3.40, 2.63], [-0.32, 5.19, 0.26], [2.65, -0.42, -1.50], [-3.22, 0.73, 4.02], [2.98, -0.09, -3.84], [1.81, -5.62, 0.77], [-2.64, 0.53, -1.83], [0.82, 0.17, -2.81], [1.63, 0.24, -3.98], [-1.15, 0.90, -4.12], [-2.10, 0.08, 2.13], [-1.45, -4.81, 3.20], [4.52, -0.69, -2.47], [-5.21, 0.39, 4.16], [3.02, -0.64, -0.50], [0.24, 4.26, 2.75], [-1.98, -3.34, 1.69], [-4.31, 1.32, -2.92], [-0.09, 6.24, 0.46], [1.95, 4.60, -1.18], [1.41, 5.54, 2.38], [2.59, -5.09, 0.22], [-2.46, -5.05, 3.54], [-0.53, 5.08, -0.80], [3.63, -0.07, -4.70], [-2.97, 1.66, -5.00], [-4.54, 1.24, 5.51], [1.59, -6.63, 2.66], [2.37, 5.76, 0.08], [-2.19, 1.62, 5.58], [-3.18, 0.32, -0.92], [2.96, 4.10, 0.17], [1.47, -6.46, 0.17], [-1.21, 4.92, 0.82], [-1.86, -2.70, 3.35], [2.64, -5.21, 2.71], [-0.76, 1.34, -6.17], [-1.25, 1.21, 4.18], [-0.77, -4.87, 4.04], [3.23, -6.72, 1.98], [-1.15, -5.54, 2.44], [1.94, 3.85, 2.50]]}



3.
{"formula": "C6H25NO8", "method": "wB97M-V/def2-TZVPD", "orbital_gap_ev": 9.636, "lumo_energy_ev": 0.242, "smiles": "C=N/C=C/CCCO.O.O.O.O.O.O.O", "homo_energy_ev": -9.4, "charge": 0, "elements": ["O", "O", "O", "O", "O", "O", "O", "O", "N", "C", "C", "C", "C", "C", "C", "H", "H", "H", "H", "H", "H", "H", "H", "H", "H", "H", "H", "H", "H", "H", "H", "H", "H", "H", "H", "H", "H", "H", "H", "H"], "positions_angstrom": [[1.61, 1.99, 0.29], [2.56, 3.09, -2.04], [1.52, -1.23, 2.67], [0.86, 1.47, 2.78], [-1.36, 3.40, -1.21], [-1.34, -1.94, 2.92], [-1.83, 0.73, -2.80], [1.84, -2.67, -0.20], [-1.62, 0.77, 1.13], [0.25, -2.63, -2.07], [-0.73, -2.25, -0.97], [-1.62, -0.46, 0.41], [-0.67, -0.83, -0.45], [1.74, -2.42, -1.64], [-2.23, 1.83, 0.79], [2.08, 3.93, -2.06], [2.13, -1.39, -1.53], [0.79, -1.85, 2.81], [-0.95, -1.17, 2.47], [-2.92, 1.92, -0.05], [-1.67, -2.61, -1.41], [-0.78, 3.48, -0.44], [1.66, 1.91, 1.27], [2.47, -3.10, -2.09], [-1.07, 2.52, -1.50], [1.94, -1.48, 1.82], [1.26, -3.39, 0.06], [-2.58, 0.73, -3.42], [-1.87, -1.46, 3.58], [0.08, -0.15, -0.79], [-2.39, -1.20, 0.62], [-2.13, 2.73, 1.37], [1.47, 0.72, 2.94], [0.12, -1.97, -2.94], [1.11, 1.23, 0.00], [0.09, -3.67, -2.39], [2.34, 2.66, -1.19], [-1.82, -0.21, -2.57], [-0.80, -2.94, -0.08], [0.08, 1.00, 2.39]]}



4.
{"formula": "C27H21Cl2N6O7S2Yb", "method": "wB97M-V/def2-TZVPD", "spin_multiplicity": 2, "s_squared": 0.751, "orbital_gap_ev": [6.359, 6.360], "lumo_energy_ev": [-0.785, -0.783], "homo_energy_ev": [-7.1, -7.1], "charge": 0, "elements": ["Yb", "Cl", "Cl", "S", "S", "O", "O", "O", "O", "O", "O", "O", "N", "N", "N", "N", "N", "N", "C", "C", "C", "C", "C", "C", "C", "C", "C", "C", "C", "C", "C", "C", "C", "C", "C", "C", "C", "C", "C", "C", "C", "C", "C", "C", "C", "H", "H", "H", "H", "H", "H", "H", "H", "H", "H", "H", "H", "H", "H", "H", "H", "H", "H", "H", "H", "H"], "positions_angstrom": [[-0.06, 0.30, -0.10], [-0.42, -4.59, 1.66], [-1.88, -3.23, 6.59], [2.34, 0.70, 1.82], [0.34, 4.17, -0.25], [-6.68, -0.29, -2.18], [-0.81, -1.76, 1.02], [0.98, 1.69, -1.44], [-2.54, -1.54, -3.24], [-0.82, -0.71, -2.02], [-5.12, -1.48, -3.21], [-0.78, 1.00, 1.99], [-2.50, 0.96, -0.67], [2.01, -1.52, -0.35], [-4.71, 1.13, -0.69], [4.21, -0.84, 0.45], [5.02, 0.57, 1.94], [0.24, 2.39, -2.25], [1.88, -3.42, -1.85], [-4.43, 0.12, -1.61], [-1.00, 0.43, 3.08], [5.61, -1.02, 0.49], [-1.35, 3.98, -3.90], [-0.07, 1.98, -3.51], [3.33, -1.50, -0.49], [3.22, -3.26, -2.14], [6.10, -0.14, 1.40], [-0.95, -3.37, 2.73], [5.19, 1.72, 2.82], [-5.50, -0.56, -2.34], [-2.04, -0.80, -2.34], [-0.92, 4.46, -2.66], [-1.15, -0.97, 3.31], [-0.13, 3.64, -1.77], [-1.60, -2.76, 4.98], [-0.87, 2.72, -4.36], [1.31, -2.52, -0.95], [-3.00, 0.06, -1.60], [-1.52, -1.43, 4.62], [3.95, -2.24, -1.55], [3.85, 0.14, 1.36], [-3.53, 2.68, 0.81], [-3.56, 1.59, -0.18], [-1.28, -3.73, 4.03], [-0.98, -1.99, 2.28], [-1.15, 1.01, 4.01], [-1.75, -0.67, 5.39], [4.95, -2.03, -1.84], [4.22, 2.18, 3.05], [-4.10, -1.52, -3.28], [-1.20, -4.76, 4.36], [-4.61, 2.87, 1.14], [-1.17, 2.32, -5.36], [5.85, 2.48, 2.35], [-3.08, 3.56, 0.30], [5.66, 1.36, 3.76], [7.11, 0.05, 1.73], [6.15, -1.75, -0.11], [-5.66, 1.47, -0.54], [-2.87, 2.38, 1.66], [3.72, -3.93, -2.85], [1.29, -4.23, -2.30], [0.18, 0.99, -3.78], [-1.11, 5.47, -2.24], [-2.06, 4.56, -4.53], [0.26, -2.59, -0.64]]}



5.
{"formula": "H20O10", "method": "wB97M-V/def2-TZVPD", "orbital_gap_ev": 10.029, "lumo_energy_ev": -0.412, "smiles": "O.O.O.O.O.O.O.O.O.O", "homo_energy_ev": -10.4, "charge": 0, "elements": ["O", "O", "O", "O", "O", "O", "O", "O", "O", "O", "H", "H", "H", "H", "H", "H", "H", "H", "H", "H", "H", "H", "H", "H", "H", "H", "H", "H", "H", "H"], "positions_angstrom": [[-0.09, -2.15, 2.17], [2.22, -1.23, -0.94], [-0.36, -3.72, -1.43], [1.30, 2.49, -1.60], [0.01, -0.18, 0.04], [-1.93, -1.04, -1.48], [0.80, 0.52, 2.82], [-1.51, 2.75, -0.49], [3.45, 0.86, 0.67], [-3.12, 1.17, 1.31], [-2.99, 0.07, 1.29], [1.59, 0.97, 2.67], [0.08, 0.93, 3.25], [-2.11, 3.03, -1.12], [-2.20, -0.64, -2.33], [1.29, 1.60, -2.12], [-0.32, 0.81, 0.36], [-2.75, 1.59, 0.66], [0.23, -3.41, -2.02], [-0.63, -0.40, -0.64], [-0.19, -1.35, 1.70], [-1.40, 3.49, -0.04], [1.33, -0.87, -0.83], [0.68, -2.58, 1.80], [-2.25, -2.01, -1.51], [-0.46, -2.90, -0.84], [2.84, 0.16, 0.20], [2.12, -1.89, -0.22], [0.46, 2.62, -1.21], [3.91, 1.31, -0.14]]}



6.
{"formula": "C4H16N8O4", "method": "wB97M-V/def2-TZVPD", "spin_multiplicity": 2, "s_squared": 0.760, "orbital_gap_ev": [8.709, 2.363], "lumo_energy_ev": [-2.844, -9.150], "homo_energy_ev": [-11.6, -11.5], "charge": 1, "elements": ["O", "O", "O", "O", "N", "N", "N", "N", "N", "N", "N", "N", "C", "C", "C", "C", "H", "H", "H", "H", "H", "H", "H", "H", "H", "H", "H", "H", "H", "H", "H", "H"], "positions_angstrom": [[20.58, -6.57, -38.76], [16.33, -2.80, -34.10], [25.00, -5.98, -36.29], [20.39, -3.99, -36.38], [17.67, -4.47, -34.27], [26.73, -7.11, -36.93], [18.72, -7.79, -38.10], [21.78, -5.64, -36.00], [22.58, -3.88, -36.83], [20.71, -8.17, -37.30], [25.30, -6.58, -38.34], [18.05, -2.76, -35.49], [21.50, -4.49, -36.43], [19.99, -7.43, -38.15], [17.30, -3.30, -34.56], [25.64, -6.56, -37.13], [17.11, -5.01, -33.62], [18.01, -1.76, -35.61], [20.40, -8.98, -36.78], [27.11, -7.22, -36.00], [18.39, -4.85, -34.87], [24.41, -6.12, -38.45], [27.23, -7.54, -37.70], [18.54, -8.70, -37.71], [25.83, -7.14, -38.99], [22.73, -5.88, -35.78], [22.54, -3.14, -37.51], [20.97, -6.24, -35.87], [23.45, -4.35, -36.61], [18.00, -7.40, -38.70], [21.68, -7.91, -37.32], [18.97, -3.18, -35.42]]}



| no. | energy (eV) |
| --- | --- |
| 1 | -162177.627 |
| 2 | -77959.455 |
| 3 | -24495.858 |
| 4 | -129862.456 |
| 5 | -20797.536 |
| 6 | -24510.524 |